1.
One molecule with the formula C7H17NO2 in a non-equilibrium geometry. Source: the Open Molecules 2025 dataset; level of theory: ωB97M-V/def2-TZVPD.

Summary:
HOMO	-8.39	eV
net charge	0
Kohn-Sham gap	9.1	eV
lowest unoccupied orbital energy	0.6637	eV
SMILES	CC(C)(O)C[C@@](C)(N)CO

```
27
C7H17NO2 (ωB97M-V/def2-TZVPD)
C -1.46017 0.23845 -0.50575
C 1.03161 -0.05278 0.59217
C 2.73086 0.12904 -0.18924
C 0.38483 0.32150 -0.66317
C -2.02105 -1.15098 -0.27190
C -2.03085 0.81591 -1.79816
C 0.94487 0.87156 1.78438
N 0.93647 -1.42731 0.96151
O -1.89251 1.06424 0.58553
O 3.54376 -0.91212 0.30184
H -2.86485 1.13447 0.57202
H 2.97776 -1.48913 0.84773
H 0.70308 -2.03866 0.18460
H 0.29305 -1.58565 1.72974
H 3.10965 1.09891 0.14875
H 2.82802 0.12576 -1.27608
H 0.57057 1.36012 -0.93635
H 0.56245 -0.37988 -1.47904
H -3.12282 -1.15520 -0.33349
H -1.65419 -1.85883 -1.01928
H -1.85605 -1.52091 0.74342
H -3.13164 0.86691 -1.78233
H -1.72513 0.21565 -2.66181
H -1.68195 1.84224 -1.95472
H 0.28273 1.73625 1.69394
H 0.63502 0.40532 2.72192
H 1.90645 1.34516 2.00375
```

Taken from the Löwdin analysis, the atomic charges in e are: number 1, C, carries -0.508; number 2, C, carries -0.494; number 3, C, carries -0.159; number 4, C, carries -0.050; number 5, C, carries -0.069; number 6, C, carries -0.068; number 7, C, carries -0.031; number 8, N, carries 0.070; number 9, O, carries -0.061; number 10, O, carries -0.109; number 11, H, carries 0.099; number 12, H, carries 0.057; number 13, H, carries 0.098; number 14, H, carries 0.089; number 15, H, carries 0.088; number 16, H, carries 0.091; number 17, H, carries 0.119; number 18, H, carries 0.109; number 19, H, carries 0.085; number 20, H, carries 0.084; number 21, H, carries 0.072; number 22, H, carries 0.083; number 23, H, carries 0.084; number 24, H, carries 0.082; number 25, H, carries 0.078; number 26, H, carries 0.082; number 27, H, carries 0.077

2.
A 2-piece molecular cluster, C7H17NO2PS2 overall in a non-equilibrium geometry. Source: the Open Molecules 2025 dataset; level of theory: ωB97M-V/def2-TZVPD.

Summary:
HOMO (alpha / beta)	-8.68 / -13.53	eV
multiplicity	3
net charge	+1
Kohn-Sham gap (alpha / beta)	5.4 / 6.5	eV
lowest unoccupied orbital energy (alpha / beta)	-3.2977 / -7.0651	eV

```
30
C7H17NO2PS2 (ωB97M-V/def2-TZVPD)
C -0.43977 -2.41875 1.36103
C -1.94855 -2.25211 1.55079
C -0.07825 -1.25386 0.34874
C -2.12381 -0.70043 1.63529
C -1.36017 -0.36160 0.27892
C -0.95903 1.09943 0.03193
C -0.50130 1.53789 -1.31232
N -0.52664 0.64809 -2.27510
O 0.01590 2.70830 -1.32940
O 3.77001 0.36251 -0.34116
P 2.26665 0.87511 -0.66923
S 2.60179 1.95402 -2.56570
S 2.30994 2.50659 0.69007
H 0.01241 -2.36219 2.26001
H -0.29940 -3.50276 0.95915
H -2.58824 -2.65481 0.80243
H -2.26728 -2.70128 2.52388
H 0.62991 -0.46298 0.65459
H 0.16426 -1.58814 -0.59551
H -3.12259 -0.19512 1.49507
H -1.60079 -0.19293 2.33578
H -1.84816 -0.81080 -0.56669
H -0.17612 1.14841 0.85539
H -1.79266 1.76591 0.34444
H -0.28040 0.96876 -3.20139
H 3.92558 1.86072 -2.37959
H -1.08839 -0.18030 -2.01147
H 0.71179 2.97928 -1.90041
H 4.08207 -0.43041 -0.68652
H 2.51122 1.65347 1.70701
```

Taken from the Löwdin analysis, the atomic charges in e are: number 1, C, carries -0.134; number 2, C, carries -0.178; number 3, C, carries -0.152; number 4, C, carries -0.093; number 5, C, carries -0.331; number 6, C, carries -0.112; number 7, C, carries -0.503; number 8, N, carries 0.212; number 9, O, carries 0.029; number 10, O, carries -0.343; number 11, P, carries 0.405; number 12, S, carries 0.502; number 13, S, carries 0.569; number 14, H, carries 0.063; number 15, H, carries 0.148; number 16, H, carries 0.101; number 17, H, carries 0.126; number 18, H, carries 0.040; number 19, H, carries 0.068; number 20, H, carries 0.138; number 21, H, carries 0.075; number 22, H, carries 0.114; number 23, H, carries 0.101; number 24, H, carries 0.152; number 25, H, carries 0.134; number 26, H, carries -0.149; number 27, H, carries 0.131; number 28, H, carries 0.001; number 29, H, carries 0.033; number 30, H, carries -0.148

3.
A 5-piece molecular cluster, C7H17NO4 overall in a non-equilibrium geometry. Source: the Open Molecules 2025 dataset; level of theory: ωB97M-V/def2-TZVPD.

Summary:
HOMO	-8.61	eV
net charge	0
Kohn-Sham gap	9.0	eV
lowest unoccupied orbital energy	0.3961	eV
SMILES	C=Cc1cc(C)c[nH]1.O.O.O.O

```
29
C7H17NO4 (ωB97M-V/def2-TZVPD)
C -2.52701 0.30032 -2.09056
C -1.28916 0.87458 -1.42478
C -1.06578 2.19218 -1.10426
N -0.21506 2.20743 -0.02079
C 0.25714 0.95092 0.25051
C -0.34207 0.10043 -0.69279
C 2.32248 1.42024 1.51624
C 1.22398 0.70041 1.31727
H -2.40000 -0.69423 -2.51981
H -3.26298 0.18208 -1.29500
H -3.05306 1.01866 -2.73317
H -1.45977 3.17374 -1.33036
H 0.01194 2.98138 0.57400
H -0.24967 -0.97328 -0.74555
H 3.05556 1.29390 2.31174
H 2.59097 2.36990 1.06030
H 0.91429 -0.15492 1.92770
H -3.12718 0.65938 0.32454
H -1.92124 -0.01263 0.96551
O -2.77794 0.37791 1.15607
H 2.26620 -3.16319 0.46021
H 2.86068 -2.35689 -0.60935
O 2.54710 -3.27553 -0.46057
H -1.02671 -2.01268 2.34054
H -0.61507 -2.81045 3.54303
O -1.14417 -2.87155 2.74399
H 2.62223 -1.00241 -2.60312
H 2.72359 -0.45446 -1.09197
O 3.08071 -1.02124 -1.76958
```

Taken from the Löwdin analysis, the atomic charges in e are: number 1, C, carries -0.038; number 2, C, carries -0.297; number 3, C, carries -0.063; number 4, N, carries 0.073; number 5, C, carries -0.305; number 6, C, carries -0.036; number 7, C, carries 0.021; number 8, C, carries -0.120; number 9, H, carries 0.084; number 10, H, carries 0.053; number 11, H, carries 0.085; number 12, H, carries 0.122; number 13, H, carries 0.153; number 14, H, carries 0.118; number 15, H, carries 0.058; number 16, H, carries 0.064; number 17, H, carries 0.104; number 18, H, carries -0.010; number 19, H, carries 0.003; number 20, O, carries -0.035; number 21, H, carries 0.024; number 22, H, carries -0.015; number 23, O, carries -0.089; number 24, H, carries 0.003; number 25, H, carries 0.034; number 26, O, carries -0.044; number 27, H, carries 0.060; number 28, H, carries 0.025; number 29, O, carries -0.033

4.
A 4-piece molecular cluster, C7H17O4 overall in a non-equilibrium geometry. Source: the Open Molecules 2025 dataset; level of theory: ωB97M-V/def2-TZVPD.

Summary:
HOMO	-5.11	eV
net charge	-1
Kohn-Sham gap	8.5	eV
lowest unoccupied orbital energy	3.3450	eV

```
28
C7H17O4 (ωB97M-V/def2-TZVPD)
C 0.97213 -0.24021 -1.91482
O -0.01667 0.35725 -2.75595
C 0.37918 -0.79666 -0.57757
C 1.59274 -1.39105 0.17325
C 1.83232 -0.49855 1.38734
C 2.59254 0.58043 1.39596
C -0.11328 -0.05352 2.73605
C 0.97322 -0.84462 2.56976
H 1.35902 -1.09321 -2.50666
H 1.74889 0.49782 -1.67192
H -0.02962 0.14530 -0.23556
H -0.46639 -1.39346 -0.86470
H 2.50054 -1.41176 -0.43736
H 1.38304 -2.42073 0.43999
H 3.11673 0.76483 0.44869
H 2.54823 1.49199 1.95435
H -0.81075 -0.40458 3.48709
H -0.27896 0.78596 2.07541
H 0.98249 -1.76340 3.13742
H -3.11707 0.06710 0.88939
H -3.15886 -0.21453 -0.58062
O -3.66080 -0.48885 0.31610
H -0.63592 2.86443 -1.11322
H -1.66524 1.71321 -1.14242
O -1.47565 2.59363 -0.70953
H -0.91519 0.21753 -2.33691
H -3.16798 0.65517 -2.36407
O -2.46865 0.28049 -1.79950
```

Taken from the Löwdin analysis, the atomic charges in e are: number 1, C, carries -0.286; number 2, O, carries -0.135; number 3, C, carries -0.154; number 4, C, carries -0.152; number 5, C, carries -0.350; number 6, C, carries 0.032; number 7, C, carries 0.024; number 8, C, carries -0.134; number 9, H, carries 0.107; number 10, H, carries 0.102; number 11, H, carries 0.093; number 12, H, carries 0.112; number 13, H, carries 0.104; number 14, H, carries 0.104; number 15, H, carries 0.057; number 16, H, carries 0.056; number 17, H, carries 0.049; number 18, H, carries 0.064; number 19, H, carries 0.090; number 20, H, carries -0.023; number 21, H, carries -0.033; number 22, O, carries -0.206; number 23, H, carries 0.015; number 24, H, carries -0.023; number 25, O, carries -0.128; number 26, H, carries 0.001; number 27, H, carries -0.009; number 28, O, carries -0.377

What is the formula in the first record?
C7H17NO2

Number 1 is which compound?
C7H17NO2